Record 1
{
  "formula": "C15H38BeF6NO18S2",
  "method": "wB97M-V/def2-TZVPD",
  "species": ["S", "S", "F", "F", "F", "F", "F", "F", "O", "O", "O", "O", "O", "O", "O", "O", "O", "O", "O", "O", "O", "O", "O", "O", "O", "O", "N", "C", "C", "C", "C", "C", "C", "C", "C", "C", "C", "C", "C", "C", "C", "C", "Be", "H", "H", "H", "H", "H", "H", "H", "H", "H", "H", "H", "H", "H", "H", "H", "H", "H", "H", "H", "H", "H", "H", "H", "H", "H", "H", "H", "H", "H", "H", "H", "H", "H", "H", "H", "H", "H", "H"],
  "coordinates": [[-1.4314, -0.1901, 2.1926], [-0.8940, -0.5817, -0.3104], [1.7127, -0.6416, -1.2693], [0.6218, -2.5683, -1.5056], [-2.9681, -2.2813, 2.7258], [0.1066, -0.8360, -2.8086], [-1.7359, -1.7192, 4.3299], [-0.8032, -2.8690, 2.7189], [2.7886, -2.6691, 0.6061], [-0.9435, 0.7280, 3.2387], [2.5346, -4.4173, -3.9278], [-0.6565, 3.2387, -3.1242], [-2.5949, -1.3657, -6.0285], [0.3961, -4.3456, -4.8248], [-7.0409, -1.6145, 3.5123], [-4.3656, 0.5056, -0.5998], [0.6682, 5.0197, 6.3682], [-2.7556, 0.0812, 1.6351], [-1.9120, -1.5769, -0.4756], [4.1006, -0.0758, 0.1920], [0.7219, 4.4858, 4.2377], [1.6899, -1.4246, 3.9638], [-1.2503, 0.7807, -0.6757], [2.0212, -2.7273, -5.1513], [2.5634, 5.1176, 5.2066], [1.4461, 2.2427, -1.8126], [-0.1777, -0.6013, 1.0882], [-0.8478, 2.3768, -4.2283], [3.5129, -1.0720, -4.2136], [-0.6719, 4.6488, 6.0958], [-5.6582, -1.5441, 3.3561], [-2.1623, -1.8505, -4.7823], [-1.5825, 5.7543, 6.4704], [3.6907, -3.6658, -3.7870], [1.3836, 4.8990, 5.2744], [2.3502, 2.7428, -2.7641], [0.5097, -1.2097, -1.5718], [2.1168, -3.7011, 1.2866], [3.3926, -2.4655, -4.7629], [-1.7241, -1.9548, 3.0176], [1.5882, -3.8559, -4.6802], [-0.6383, 4.2201, 4.6254], [2.0364, -0.4043, 1.7975], [-1.9024, 2.1808, -4.4222], [0.6191, 2.6668, -2.0532], [-0.4115, 2.9207, -5.0661], [4.5083, -0.7409, -3.9173], [1.0879, -3.7644, 0.9325], [3.5103, -3.1422, 0.1854], [-1.1781, 6.3529, 7.2866], [4.5089, -4.2100, -4.2587], [2.1788, 2.3443, -3.7641], [-1.1280, -2.1878, -4.8495], [2.2387, -3.7123, 2.3697], [-2.8756, -2.5601, -4.3633], [-0.3200, 1.4254, -4.1628], [2.9594, -0.8754, -3.2955], [3.9120, -3.2851, -2.7899], [2.6012, -4.6091, 0.9275], [3.0846, -0.3820, -4.9406], [3.8506, -2.6545, -5.7338], [-0.9118, 3.1711, 4.5117], [3.4077, 2.5406, -2.5939], [-7.2912, -2.4965, 3.7971], [-2.5585, 5.3278, 6.7019], [1.1454, -1.0285, 4.6441], [-1.7700, -1.2971, -6.5148], [4.6003, -0.8051, -0.1750], [-1.0917, 3.7855, 6.6122], [-5.2388, -2.2786, 4.0436], [-1.7201, 6.4460, 5.6392], [-4.2917, 0.1932, 0.3020], [1.8534, -2.3148, 4.2753], [-3.5968, 1.0620, -0.7247], [-5.2279, -0.5957, 3.6778], [4.7449, 0.6227, 0.3071], [-2.2169, -1.0451, -4.0498], [-1.4945, 3.6608, -2.9213], [2.2085, 3.8235, -2.7530], [-1.4402, 4.7831, 4.1479], [-5.4920, -1.9348, 2.3522]],
  "forces_ev_per_a": [[-1.589, 0.305, 2.388], [-1.135, 1.056, -6.105], [-0.962, -0.680, -0.300], [0.009, 1.768, -0.177], [0.906, -0.759, -0.735], [0.837, -0.616, 1.780], [0.836, -0.185, 0.268], [-0.679, 0.295, -0.050], [0.078, 1.562, 0.637], [0.253, -1.887, -1.949], [-0.703, -1.958, 1.320], [-0.194, -0.075, 0.800], [0.288, -0.019, -0.577], [6.190, 2.435, 0.553], [-1.471, 0.808, 0.504], [-0.476, 0.037, -0.320], [-0.585, -0.504, 1.093], [2.951, -0.266, 0.701], [0.779, -0.202, 0.730], [-1.120, 0.155, 0.949], [-2.668, -0.860, -1.900], [0.466, 0.858, -1.527], [1.026, -1.382, 0.303], [-0.479, 1.565, -0.363], [-0.260, 0.072, 0.316], [0.967, -1.006, 0.563], [2.112, 0.590, 3.830], [0.088, 0.403, -1.150], [-0.308, 0.722, 0.102], [-0.781, -0.811, -0.076], [0.069, -1.818, 0.443], [-0.325, 0.597, 1.073], [-0.717, 1.098, -0.536], [0.515, 1.727, -2.360], [3.522, 0.649, 0.365], [0.006, 0.770, -0.384], [-0.835, 0.299, 0.307], [-0.348, -1.970, -0.508], [-0.189, -0.899, -0.039], [-0.851, 1.699, 0.401], [-6.074, -2.651, 0.176], [-0.747, 0.179, 0.576], [-2.075, -1.730, -1.308], [0.055, -0.050, 0.030], [-0.777, 0.037, 0.050], [-0.210, -0.293, -0.479], [0.350, -0.323, -0.645], [-0.112, 0.240, 0.455], [0.374, 0.749, -0.217], [-0.179, -0.329, 0.218], [0.229, -0.181, 0.737], [-0.332, 0.044, -0.240], [-0.237, -0.546, 0.294], [-0.166, 0.423, -0.014], [0.312, -0.579, -0.426], [0.013, 0.071, 0.591], [-0.441, -0.610, -0.004], [-0.260, -0.466, 0.213], [-0.337, -0.429, 0.347], [0.312, 0.150, -0.058], [0.913, 0.576, 0.328], [0.548, -0.072, -0.169], [-0.080, -0.234, 0.766], [0.034, 0.097, -0.046], [-0.042, 0.316, 0.236], [-0.430, 0.619, 0.175], [-0.365, 0.179, -0.540], [-0.054, -0.473, -0.037], [1.208, -0.303, 0.821], [0.559, -0.104, 0.064], [-0.013, 0.153, -0.088], [-0.010, -0.047, 0.048], [0.271, -0.508, -0.200], [0.247, 0.057, -0.003], [-0.292, 0.243, -0.714], [0.176, 0.546, 0.102], [0.274, 0.365, 0.165], [0.066, 0.015, 0.122], [0.409, 0.167, -0.554], [0.679, 0.328, -0.900], [0.983, 0.799, -0.241]],
  "orbital_gap_ev": 3.35,
  "lumo_ev": -7.8681,
  "spin_multiplicity": 1,
  "homo_ev": -11.21,
  "total_charge": 1
}

Record 2
{
  "formula": "C15H38N3O9V",
  "method": "wB97M-V/def2-TZVPD",
  "species": ["V", "O", "O", "O", "O", "O", "O", "O", "O", "O", "N", "N", "N", "C", "C", "C", "C", "C", "C", "C", "C", "C", "C", "C", "C", "C", "C", "C", "H", "H", "H", "H", "H", "H", "H", "H", "H", "H", "H", "H", "H", "H", "H", "H", "H", "H", "H", "H", "H", "H", "H", "H", "H", "H", "H", "H", "H", "H", "H", "H", "H", "H", "H", "H", "H", "H"],
  "coordinates": [[0.8504, 1.1593, -3.8880], [-0.7030, -3.2329, -0.7572], [0.9704, 0.5733, 0.5210], [0.9769, 1.1865, -1.6262], [-0.7062, 0.4948, 2.6072], [0.1831, 2.5659, -0.1629], [-2.5335, -6.5517, -5.6081], [0.1830, -0.3455, -3.7538], [2.3345, 1.0179, -4.5108], [1.3089, 5.3219, 0.0574], [2.4423, 0.0435, 4.5721], [-1.1498, 6.1158, 1.1980], [-0.4084, -4.5679, -3.3522], [-0.4035, -2.9568, 0.5690], [-1.7254, -6.2776, -4.5371], [0.7359, 1.4635, -0.4506], [0.1779, 0.7008, 3.6773], [-1.3900, -4.7664, -4.4235], [1.2964, -0.3930, 3.7451], [0.0634, 6.8516, 1.4053], [-0.0293, -3.1814, -3.1431], [0.0612, 7.7186, 2.7059], [1.2392, 5.8122, 1.3465], [2.4946, 4.4713, -0.0384], [-1.5753, 1.5755, 2.6486], [-3.0082, -7.8793, -5.5958], [0.6688, -1.7187, 4.2242], [0.3735, -2.9718, -1.6248], [-0.0478, -1.9285, 0.6324], [-1.3455, 5.5102, 1.9822], [-3.3541, -8.1391, -4.5953], [0.0605, 7.5892, 0.6028], [0.3472, -1.6147, 5.2605], [2.4026, 3.8322, -0.9165], [3.1416, -0.6769, 4.4614], [-0.0700, 7.0734, 3.5746], [0.8854, -3.1411, -3.7345], [-0.7955, -6.8425, -4.4712], [-2.1623, 1.4088, 3.5517], [-2.1977, 1.5372, 1.7546], [-3.8668, -7.9080, -6.2667], [-0.6332, -5.1233, -2.5391], [-0.8454, -4.4949, -5.3279], [0.4575, 1.0060, 1.2076], [2.7659, 0.9075, 4.1611], [3.4416, 5.0036, -0.1276], [-1.2874, -3.1265, 1.1838], [-2.4696, -8.7490, -5.9721], [1.1157, 5.0137, 2.0782], [0.6916, 1.6488, 3.5173], [0.8873, 8.3775, 2.9733], [-1.1148, 2.5633, 2.6313], [-0.4188, 0.5854, 4.5821], [1.6083, -0.5678, 2.7154], [0.2385, -3.7002, 1.0417], [0.6581, -1.9213, -1.5639], [2.1734, 6.3539, 1.4939], [1.3668, -2.5276, 4.4402], [-0.8868, 8.2243, 2.8896], [-2.1626, -6.6151, -3.5974], [-0.7481, -2.4828, -3.5715], [-0.1734, -2.1103, 3.6536], [-2.3233, -4.2142, -4.3129], [1.2080, -3.6101, -1.3344], [2.6491, 3.8695, 0.8572], [-1.9236, 6.7598, 1.2794]],
  "forces_ev_per_a": [[1.574, -5.289, 3.825], [-0.644, -0.536, -0.979], [0.658, -0.094, -1.177], [1.633, -1.721, -5.979], [1.264, -0.087, -0.503], [0.838, -1.915, 0.455], [0.041, -0.860, -1.070], [1.880, 4.620, -1.483], [-3.403, 0.387, 1.068], [1.708, -1.712, -0.856], [-1.398, -0.318, -0.181], [-1.214, -0.089, 0.385], [-1.180, -0.894, -0.494], [-0.405, -0.113, 0.774], [1.309, 1.003, 1.809], [-2.751, 4.232, 1.891], [1.674, -1.754, 0.486], [0.909, -1.444, 0.060], [-1.212, -0.644, -0.707], [0.807, 0.383, 0.910], [1.060, -1.673, 1.485], [-0.677, -1.221, 1.049], [-0.588, 2.457, -0.407], [-0.770, 0.346, -0.275], [-1.755, 0.023, -0.522], [-1.747, -0.156, -0.239], [0.460, 0.062, 1.484], [-0.713, 0.581, -1.622], [0.206, -0.015, 0.566], [0.351, -0.562, 0.206], [-0.088, -0.023, 0.178], [0.795, -0.318, -0.431], [-0.611, 0.590, 0.131], [-0.250, 0.028, 0.191], [0.377, 0.191, 0.090], [0.660, -0.718, 0.205], [0.278, 1.008, 0.079], [0.497, -0.093, -0.878], [-0.495, 0.678, 0.055], [-0.174, -0.106, 0.131], [-0.304, 0.307, 0.155], [-0.222, 0.579, 0.309], [-0.485, 0.278, -0.384], [-0.308, -0.439, 1.133], [0.462, 0.030, 0.050], [-0.100, 0.780, -0.152], [-0.493, 0.586, -0.322], [1.431, 0.523, 0.050], [-0.150, -0.063, 0.293], [-0.194, 0.446, 0.545], [0.120, 0.003, -0.632], [0.410, -0.035, 0.209], [0.236, 0.774, 0.473], [0.096, 0.119, -0.275], [1.001, 0.083, -0.348], [0.294, 0.197, 0.345], [0.251, 0.124, 0.806], [0.528, -0.098, -0.938], [-0.072, 0.713, -0.971], [-0.824, 0.187, 0.357], [-0.194, 0.100, 0.553], [0.202, 0.316, -0.276], [-0.058, 0.330, -0.017], [0.288, -0.080, -0.307], [-0.522, -0.311, 0.065], [-0.299, 0.316, -0.432]],
  "de_lowest_kcal_mol": 172.4,
  "orbital_gap_ev": 4.63,
  "lumo_ev": -3.5789,
  "spin_multiplicity": 1,
  "homo_ev": -8.21,
  "total_charge": 0
}

Record 3
{
  "formula": "C15H38NO9Tl2",
  "method": "wB97M-V/def2-TZVPD",
  "species": ["Tl", "Tl", "O", "O", "O", "O", "O", "O", "O", "O", "O", "N", "C", "C", "C", "C", "C", "C", "C", "C", "C", "C", "C", "C", "C", "C", "C", "H", "H", "H", "H", "H", "H", "H", "H", "H", "H", "H", "H", "H", "H", "H", "H", "H", "H", "H", "H", "H", "H", "H", "H", "H", "H", "H", "H", "H", "H", "H", "H", "H", "H", "H", "H", "H", "H"],
  "coordinates": [[3.2288, 3.0083, -0.4320], [0.0253, 2.2400, 3.0531], [4.0312, -2.1296, 1.0257], [1.5755, 4.0289, 1.5109], [1.6073, 1.1849, 0.9549], [5.9700, 2.2971, -1.4878], [4.6095, 0.3654, 0.0204], [3.6571, -1.8545, -1.9750], [-1.4484, -0.5558, 2.7206], [-1.9802, 1.5983, 0.5817], [1.0897, -0.3639, 4.3171], [-2.8105, 1.0405, -0.2402], [-4.1678, 0.2406, -2.6661], [-4.0900, 1.7112, -0.5964], [-0.7069, -1.6797, 3.1901], [-4.0124, 3.2636, -0.3220], [-1.0116, -0.7632, -0.6949], [2.8667, -2.3386, 0.3568], [3.0646, -2.8090, -1.1226], [6.3501, 0.9669, -1.4593], [-5.2743, 1.1229, 0.1075], [0.7627, -1.4440, 3.3720], [-2.8567, -0.3699, -2.2246], [-2.5000, -0.3200, -0.6929], [-3.3554, -1.3895, 0.0288], [-4.2924, 1.6554, -2.1354], [5.9949, 0.1663, -0.1899], [-5.0716, -0.2996, -2.3775], [1.6123, 0.3806, 0.4060], [-6.2297, 1.5559, -0.1871], [4.2989, -0.5293, -0.1740], [-0.4258, 0.1119, -0.9856], [-2.9549, -1.4052, -2.5543], [-2.3523, -0.8688, 2.6329], [-3.5564, 2.2819, -2.6400], [-0.8496, -2.5057, 2.4898], [-5.1918, 1.0022, 1.1879], [1.2882, -2.3476, 3.6853], [-5.4832, 0.0866, -0.1641], [7.3874, 0.9541, -1.8070], [-3.4798, -1.1820, 1.0928], [6.3313, 2.6667, -2.3000], [4.2649, -2.3465, -2.5346], [2.2767, -1.4199, 0.3556], [1.3038, -1.2794, 2.4390], [-0.7479, -1.5596, -1.3862], [5.9007, 0.4159, -2.2931], [-4.2008, 0.2017, -3.7556], [-1.1234, -1.9780, 4.1540], [4.7900, -2.7084, 0.9169], [-4.9642, 3.6729, -0.6560], [3.6261, -3.7449, -1.1119], [6.6361, 0.5684, 0.5973], [1.0642, 4.6342, 0.9412], [-4.2973, -1.5193, -0.4972], [-2.1380, 0.0956, -2.9006], [1.3212, -0.7096, 5.1843], [6.3101, -0.8731, -0.2730], [-5.3018, 1.9420, -2.4285], [-0.7354, -0.9250, 0.3480], [-3.1253, 3.7844, -0.6787], [2.2337, -3.1197, 0.7882], [-2.7897, -2.3099, 0.1757], [-4.0067, 3.4832, 0.7478], [2.0533, -3.0791, -1.4380]],
  "forces_ev_per_a": [[-0.480, -1.267, 1.760], [0.932, -0.452, -0.604], [1.286, 1.536, 1.441], [0.553, -0.817, -1.088], [0.388, 1.148, -0.584], [-1.270, 1.423, 0.937], [0.205, -0.047, 0.127], [0.205, 0.090, 0.447], [0.527, 0.618, -0.300], [-4.063, -2.335, -4.328], [-0.687, -0.224, -1.475], [3.671, 1.591, 4.618], [-0.485, 0.158, 0.451], [-0.031, 3.356, -1.192], [-0.223, -0.701, 0.744], [0.022, -0.920, 1.682], [0.081, 2.276, 1.593], [-0.430, -1.585, -2.561], [-0.971, -0.336, 1.246], [0.510, -2.587, -1.705], [-0.922, -2.347, 0.776], [1.267, 0.640, 0.629], [-1.323, -0.308, -0.955], [0.662, -1.863, -2.893], [0.057, 0.267, 0.934], [0.296, -1.332, -1.023], [1.833, 2.206, -0.431], [0.212, -0.376, 0.256], [-0.095, -0.030, 0.296], [0.381, 0.850, 0.145], [-0.841, 0.013, 0.106], [0.138, 0.014, -0.207], [0.651, -0.261, 0.497], [-0.115, 0.203, 0.224], [-0.093, 0.278, 0.157], [0.180, -0.171, 0.005], [0.096, 0.832, 0.106], [-0.555, -0.272, 0.404], [0.377, -0.044, -0.407], [0.506, -0.373, 1.029], [-0.700, 0.661, -0.159], [-0.129, 0.330, -0.055], [0.059, 0.253, -0.259], [0.147, 0.186, 0.110], [-0.275, 0.817, -0.153], [-0.646, -0.189, 0.214], [-0.599, 0.126, -0.089], [0.075, 0.277, -0.030], [-0.019, -0.129, 0.032], [-0.509, -0.660, -0.359], [0.297, 0.114, -0.449], [0.152, 0.012, 0.062], [-0.610, 0.150, 0.555], [-0.110, 0.156, 0.350], [0.044, -0.347, 0.363], [0.678, 0.024, 0.648], [-0.065, -0.188, 0.007], [-0.396, -0.050, -0.388], [0.089, 0.764, 0.571], [0.273, -0.547, -0.111], [-0.194, -0.242, -0.681], [0.008, -0.059, 0.307], [0.096, -0.122, -1.082], [-0.064, -0.265, 0.174], [-0.056, 0.074, -0.436]],
  "de_lowest_kcal_mol": 0.0,
  "orbital_gap_ev": 3.60,
  "lumo_ev": -13.9251,
  "spin_multiplicity": 1,
  "homo_ev": -17.53,
  "total_charge": 3
}